Record 1
{"formula": "C49H57BN7O3PPbS3", "method": "ωB97M-V/def2-TZVPD", "elements": ["Pb", "C", "C", "C", "C", "N", "N", "B", "N", "N", "C", "C", "C", "C", "C", "S", "C", "C", "C", "C", "N", "N", "C", "C", "C", "C", "C", "S", "C", "C", "C", "C", "C", "S", "C", "C", "C", "C", "H", "H", "H", "H", "H", "H", "H", "H", "H", "H", "H", "H", "H", "H", "H", "H", "H", "H", "H", "H", "H", "H", "H", "H", "H", "H", "H", "H", "H", "H", "H", "H", "H", "H", "H", "H", "H", "H", "H", "C", "C", "C", "C", "C", "C", "P", "C", "C", "C", "C", "C", "C", "C", "C", "C", "C", "C", "C", "C", "C", "C", "C", "H", "H", "H", "H", "H", "H", "H", "H", "H", "H", "H", "H", "H", "H", "H", "H", "O", "H", "H", "O", "N", "O"], "xyz": [[-0.304, 2.523, 0.718], [-3.376, -0.799, 3.864], [-2.337, -1.278, 2.908], [-2.347, -2.549, 2.417], [-1.341, -2.930, 1.500], [-0.420, -2.094, 1.117], [-0.354, -0.853, 1.601], [0.811, -0.011, 1.119], [1.852, 0.324, 2.191], [2.645, -0.753, 2.208], [3.634, -0.875, 3.036], [3.877, 0.113, 4.023], [3.121, 1.241, 4.009], [3.334, 2.337, 4.991], [2.098, 1.399, 3.006], [1.340, 2.884, 2.920], [4.496, -2.109, 2.868], [3.594, -3.336, 3.037], [5.646, -2.179, 3.875], [5.092, -2.050, 1.455], [1.423, -0.443, -0.207], [1.707, -1.746, -0.415], [2.062, -2.170, -1.591], [1.971, -1.318, -2.727], [1.816, 0.016, -2.531], [1.735, 0.961, -3.677], [1.729, 0.488, -1.182], [2.063, 2.087, -0.833], [2.704, -3.530, -1.808], [1.973, -4.326, -2.898], [2.766, -4.375, -0.539], [4.138, -3.245, -2.291], [-1.300, -0.391, 2.486], [-1.316, 1.184, 3.046], [-1.212, -4.354, 1.000], [-0.914, -4.324, -0.500], [-0.037, -4.959, 1.782], [-2.453, -5.211, 1.263], [-4.223, -1.480, 3.881], [-3.707, 0.200, 3.588], [-2.961, -0.722, 4.869], [-3.115, -3.240, 2.722], [4.646, -0.026, 4.763], [4.021, 2.039, 5.779], [2.382, 2.630, 5.425], [3.734, 3.212, 4.483], [3.225, -3.387, 4.060], [4.143, -4.249, 2.819], [2.739, -3.254, 2.372], [5.282, -2.241, 4.897], [6.306, -1.320, 3.778], [6.235, -3.072, 3.678], [4.297, -1.947, 0.722], [5.668, -2.950, 1.250], [5.753, -1.189, 1.367], [2.045, -1.708, -3.728], [2.190, 0.522, -4.561], [2.214, 1.906, -3.440], [0.686, 1.167, -3.893], [0.924, -4.457, -2.650], [2.426, -5.310, -2.989], [2.040, -3.847, -3.870], [1.795, -4.798, -0.319], [3.082, -3.769, 0.301], [3.472, -5.191, -0.676], [4.141, -2.693, -3.227], [4.664, -4.183, -2.453], [4.687, -2.664, -1.555], [-0.109, -3.621, -0.688], [-1.795, -3.999, -1.049], [-0.636, -5.316, -0.850], [0.856, -4.365, 1.627], [0.147, -5.983, 1.465], [-0.265, -4.969, 2.846], [-3.349, -4.770, 0.831], [-2.606, -5.364, 2.329], [-2.305, -6.190, 0.811], [-0.585, 3.470, -6.208], [0.119, 4.086, -5.189], [-0.185, 3.817, -3.868], [-1.218, 2.944, -3.532], [-1.906, 2.308, -4.565], [-1.590, 2.575, -5.887], [-1.641, 2.669, -1.755], [-2.964, 1.392, -1.955], [-2.528, 0.071, -1.952], [-3.425, -0.974, -2.058], [-4.781, -0.711, -2.159], [-5.228, 0.601, -2.152], [-4.327, 1.647, -2.047], [-2.646, 4.155, -1.398], [-3.275, 4.808, -2.431], [-4.045, 5.953, -2.203], [-4.203, 6.426, -0.932], [-3.574, 5.792, 0.158], [-3.725, 6.286, 1.471], [-3.105, 5.678, 2.524], [-2.259, 4.577, 2.297], [-2.084, 4.082, 1.036], [-2.757, 4.643, -0.068], [-0.360, 3.689, -7.242], [0.902, 4.791, -5.427], [0.370, 4.307, -3.088], [-2.705, 1.615, -4.343], [-2.148, 2.090, -6.675], [-1.466, -0.134, -1.872], [-3.070, -1.995, -2.065], [-5.490, -1.521, -2.244], [-6.287, 0.806, -2.225], [-4.686, 2.666, -2.033], [-3.168, 4.440, -3.443], [-4.517, 6.449, -3.041], [-4.818, 7.296, -0.744], [-4.335, 7.165, 1.631], [-3.218, 6.052, 3.531], [-1.741, 4.144, 3.140], [-3.762, 1.546, 0.954], [-4.433, 0.938, 1.272], [-3.454, 2.059, 1.710], [1.001, 4.755, 0.686], [0.697, 5.234, -0.406], [-0.025, 4.566, -1.158]], "lowdin_charge": [0.978, -0.076, -0.253, 0.069, -0.206, 0.172, 0.041, -0.583, 0.042, 0.172, -0.204, 0.070, -0.251, -0.087, -0.608, 0.706, -0.535, -0.039, -0.059, -0.039, 0.021, 0.160, -0.223, 0.044, -0.254, -0.050, -0.644, 0.725, -0.528, -0.034, -0.035, -0.031, -0.595, 0.699, -0.531, -0.044, -0.034, -0.055, 0.084, 0.046, 0.092, 0.115, 0.114, 0.082, 0.070, 0.085, 0.090, 0.090, 0.050, 0.085, 0.086, 0.088, 0.052, 0.090, 0.094, 0.119, 0.088, 0.050, 0.077, 0.071, 0.091, 0.076, 0.055, 0.048, 0.094, 0.082, 0.088, 0.080, 0.049, 0.081, 0.089, 0.054, 0.091, 0.091, 0.089, 0.080, 0.089, -0.089, -0.074, -0.096, -0.348, -0.094, -0.085, 1.048, -0.375, -0.106, -0.085, -0.092, -0.081, -0.085, -0.305, -0.081, -0.065, -0.029, -0.156, -0.035, -0.074, -0.135, -0.227, -0.195, 0.100, 0.106, 0.083, 0.098, 0.100, 0.097, 0.088, 0.098, 0.103, 0.103, 0.106, 0.104, 0.110, 0.109, 0.102, 0.076, -0.059, 0.046, -0.014, -0.243, -0.209, -0.286], "orbital_gap_ev": 6.2, "total_charge": 0, "e_homo_ev": -6.9, "e_tot_ev": -116028.37286}

***

Record 2
{"formula": "C49H57Cl5KN4O3", "method": "ωB97M-V/def2-TZVPD", "elements": ["K", "C", "C", "C", "C", "C", "C", "C", "N", "C", "C", "C", "C", "C", "C", "O", "C", "C", "C", "C", "C", "C", "C", "C", "C", "O", "C", "C", "C", "C", "C", "C", "H", "H", "H", "H", "H", "H", "H", "H", "H", "H", "H", "H", "H", "H", "H", "H", "H", "H", "H", "H", "H", "H", "H", "H", "H", "H", "H", "H", "H", "H", "H", "H", "H", "H", "H", "H", "H", "H", "H", "H", "C", "C", "C", "C", "C", "C", "C", "C", "C", "C", "N", "C", "C", "C", "C", "C", "N", "H", "H", "H", "H", "H", "H", "H", "H", "H", "H", "H", "H", "H", "H", "H", "H", "H", "Cl", "C", "C", "C", "Cl", "C", "Cl", "C", "Cl", "C", "Cl", "O", "N"], "xyz": [[0.198, -1.391, 1.540], [3.628, 6.558, -0.980], [2.188, 6.195, -0.615], [1.303, 6.474, -1.839], [1.755, 7.109, 0.541], [2.033, 4.728, -0.203], [0.754, 4.291, 0.196], [0.675, 2.969, 0.540], [-0.185, 1.968, 1.084], [-1.334, 1.508, 0.476], [-1.726, 1.999, -0.781], [-2.930, 1.645, -1.335], [-3.727, 0.735, -0.602], [-3.384, 0.173, 0.600], [-2.108, 0.539, 1.207], [-1.659, -0.002, 2.252], [-4.273, -0.852, 1.298], [-5.586, -1.093, 0.548], [-3.538, -2.199, 1.380], [-4.626, -0.364, 2.710], [-3.443, 2.197, -2.661], [-3.779, 1.047, -3.623], [-2.405, 3.088, -3.345], [-4.707, 3.032, -2.417], [1.749, 2.111, 0.468], [1.097, 0.993, 0.893], [3.021, 2.470, 0.096], [3.107, 3.836, -0.241], [4.157, 1.465, 0.075], [3.731, 0.226, -0.729], [5.422, 2.046, -0.554], [4.452, 1.047, 1.522], [3.682, 7.617, -1.241], [3.982, 5.986, -1.839], [4.309, 6.384, -0.145], [1.391, 7.520, -2.145], [0.253, 6.273, -1.626], [1.600, 5.842, -2.677], [1.874, 8.159, 0.263], [2.361, 6.915, 1.428], [0.710, 6.950, 0.810], [-0.093, 4.963, 0.220], [-1.054, 2.686, -1.280], [-4.683, 0.464, -1.032], [-5.420, -1.484, -0.458], [-6.182, -0.180, 0.473], [-6.171, -1.836, 1.093], [-3.264, -2.548, 0.380], [-4.179, -2.960, 1.834], [-2.638, -2.128, 1.983], [-5.201, 0.565, 2.660], [-3.725, -0.188, 3.293], [-5.238, -1.116, 3.217], [-2.901, 0.425, -3.800], [-4.124, 1.439, -4.584], [-4.564, 0.405, -3.221], [-1.475, 2.546, -3.527], [-2.173, 3.968, -2.740], [-2.788, 3.434, -4.308], [-5.491, 2.436, -1.948], [-5.099, 3.424, -3.361], [-4.490, 3.873, -1.756], [4.065, 4.211, -0.568], [3.484, 0.491, -1.759], [2.856, -0.256, -0.292], [4.543, -0.504, -0.748], [5.234, 2.399, -1.569], [6.194, 1.276, -0.602], [5.816, 2.878, 0.035], [3.572, 0.594, 1.981], [4.745, 1.911, 2.123], [5.263, 0.314, 1.548], [-2.362, -2.220, -2.612], [-1.169, -1.399, -2.134], [0.160, -1.901, -2.644], [0.622, -1.536, -3.902], [1.874, -1.930, -4.346], [2.694, -2.678, -3.517], [2.268, -3.074, -2.254], [3.177, -3.845, -1.335], [2.969, -5.357, -1.374], [0.977, -2.715, -1.840], [0.536, -3.038, -0.551], [-0.118, -4.120, -0.330], [-0.657, -4.551, 0.918], [-1.418, -5.725, 1.078], [-1.782, -5.768, 2.421], [-1.216, -4.622, 2.998], [-0.529, -3.889, 2.117], [-3.290, -1.804, -2.213], [-2.283, -3.255, -2.272], [-2.426, -2.227, -3.703], [-1.168, -1.398, -1.043], [-1.288, -0.355, -2.435], [-0.005, -0.913, -4.532], [2.223, -1.630, -5.327], [3.691, -2.950, -3.846], [3.032, -3.479, -0.315], [4.213, -3.624, -1.612], [1.972, -5.631, -1.031], [3.691, -5.862, -0.730], [3.092, -5.739, -2.390], [-0.325, -4.807, -1.163], [-1.673, -6.432, 0.303], [-2.381, -6.517, 2.918], [-1.300, -4.303, 4.031], [1.244, -0.208, 4.171], [1.092, -1.767, 4.883], [1.587, -2.948, 4.313], [1.419, -4.181, 4.950], [1.997, -5.620, 4.231], [0.745, -4.247, 6.164], [0.505, -5.750, 6.951], [0.249, -3.077, 6.735], [-0.588, -3.152, 8.236], [0.420, -1.844, 6.104], [-0.206, -0.428, 6.843], [2.498, -2.099, 2.403], [2.398, -3.086, 3.069]], "lowdin_charge": [0.733, -0.076, -0.562, -0.051, -0.055, -0.169, 0.038, -0.153, 0.139, -0.172, 0.022, -0.198, 0.003, -0.083, -0.360, -0.181, -0.531, -0.074, -0.033, -0.043, -0.557, -0.049, -0.068, -0.052, -0.212, -0.061, -0.092, 0.027, -0.538, -0.027, -0.065, -0.031, 0.080, 0.084, 0.085, 0.080, 0.073, 0.089, 0.079, 0.089, 0.074, 0.115, 0.104, 0.091, 0.076, 0.082, 0.081, 0.084, 0.089, 0.058, 0.084, 0.074, 0.079, 0.069, 0.080, 0.076, 0.086, 0.080, 0.080, 0.076, 0.078, 0.086, 0.084, 0.097, 0.075, 0.087, 0.087, 0.082, 0.082, 0.065, 0.089, 0.086, -0.079, -0.190, -0.157, -0.050, -0.103, -0.061, -0.183, -0.205, -0.086, -0.194, 0.023, -0.122, -0.353, -0.084, -0.123, -0.235, -0.015, 0.056, 0.070, 0.072, 0.088, 0.095, 0.109, 0.092, 0.105, 0.100, 0.104, 0.057, 0.068, 0.073, 0.134, 0.087, 0.074, 0.092, 0.793, -0.573, -0.256, -0.643, 0.754, -0.716, 0.694, -0.687, 0.692, -0.694, 0.704, -0.117, 0.024], "orbital_gap_ev": 5.3, "total_charge": -1, "e_homo_ev": -4.4, "e_tot_ev": -142778.47453}